Entry 1:
Entry from the Open Molecules 2025 dataset: an isolated ion of composition C2H2N3O2 and charge +1 in a non-equilibrium geometry (ωB97M-V/def2-TZVPD).

Frontier orbital gap (alpha / beta): 7.195 / 6.006 eV
Charge: +1
Multiplicity: 3
Total energy: -391.598527 Eh
E_HOMO (alpha / beta): -13.7570 / -15.6614 eV
LUMO energy (alpha / beta): -6.6 / -9.7 eV
Energy above the lowest of the compared OMol25 structures with the same formula, charge and spin: 1.209 eV

Last column: Mulliken spin population.
Positions of all 9 atoms, in Å:
C -0.638 0.902 0.059  0.041
C -3.653 -0.490 0.026  0.296
N -3.001 0.946 -0.061  0.344
N -1.899 1.324 -0.037  0.551
N -0.401 -0.368 -0.083  0.440
O -4.685 -0.935 0.026  0.105
O 0.839 -0.773 -0.023  0.220
H 0.115 1.675 0.202  0.005
H 0.869 -1.739 -0.196  -0.003


Entry 2:
Entry from the Open Molecules 2025 dataset: C23H20BrN4OS3Ti as an isolated structure (ωB97M-V/def2-TZVPD).

Frontier orbital gap (alpha / beta): 6.789 / 7.515 eV
Charge: +1
Multiplicity: 3
Total energy: -5800.727102 Eh
E_HOMO (alpha / beta): -9.1004 / -9.8783 eV
LUMO energy (alpha / beta): -2.3 / -2.4 eV
Energy above the lowest of the compared OMol25 structures with the same formula, charge and spin: 0.099 eV

Last column: Mulliken spin population.
Positions of all 53 atoms, in Å:
Ti 0.195 -0.010 0.017  1.866
C -2.023 -0.524 2.495  0.040
C -0.648 -0.424 3.088  0.016
C -0.517 -0.325 4.491  -0.012
C 0.730 -0.246 5.032  0.013
C 1.867 -0.240 4.190  -0.007
C 3.176 -0.165 4.711  -0.001
C 4.239 -0.145 3.853  0.000
C 4.033 -0.175 2.463  0.003
C 2.773 -0.240 1.910  0.000
S 2.576 -0.203 0.161  -0.033
C 1.657 -0.307 2.793  0.033
N 0.387 -0.406 2.274  -0.040
H -2.642 -1.215 3.068  0.003
H -1.986 -0.871 1.461  -0.024
H -2.523 0.448 2.511  0.008
H -1.407 -0.329 5.105  0.002
H 0.873 -0.184 6.104  0.001
H 3.312 -0.126 5.783  0.000
H 5.251 -0.095 4.232  0.000
H 4.888 -0.135 1.801  0.000
O -2.367 5.307 2.204  0.006
C -1.714 4.254 1.701  0.026
C -0.378 3.963 1.995  -0.014
C 0.195 2.844 1.435  0.059
N -0.472 2.026 0.604  -0.032
C -1.730 2.338 0.331  0.046
Br -2.609 1.107 -0.821  0.005
C -2.421 3.408 0.846  -0.021
H -1.800 5.830 2.780  0.000
H 0.202 4.593 2.656  -0.001
H 1.222 2.568 1.647  -0.004
H -3.455 3.596 0.602  -0.001
C -0.828 -3.535 0.804  0.020
C -0.621 -3.179 -0.629  -0.003
N -0.287 -1.982 -1.041  -0.018
C -0.139 -1.933 -2.414  0.018
C -0.396 -3.107 -3.046  0.001
S -0.806 -4.306 -1.900  0.002
C 0.301 -0.682 -3.028  0.019
C 0.626 -0.483 -4.332  -0.003
S 1.151 1.128 -4.556  0.006
C 0.901 1.454 -2.895  0.025
N 0.460 0.425 -2.222  -0.023
C 1.182 2.780 -2.276  0.010
H -0.194 -2.900 1.423  0.004
H -0.576 -4.577 0.991  0.002
H -1.869 -3.382 1.092  0.002
H -0.347 -3.319 -4.101  0.000
H 0.606 -1.196 -5.139  0.000
H 1.766 3.414 -2.941  0.001
H 1.741 2.625 -1.352  0.000
H 0.249 3.295 -2.042  0.002


Entry 3:
Entry from the Open Molecules 2025 dataset: a 2-piece molecular cluster, C6H15NO overall in a non-equilibrium geometry (ωB97M-V/def2-TZVPD).

Frontier orbital gap: 10.292 eV
Charge: 0
Total energy: -367.518341 Eh
E_HOMO: -9.3641 eV
LUMO energy: 0.9 eV
Energy above the lowest of the compared OMol25 structures with the same formula, charge and spin: 3.074 eV
Structure (SMILES): C=CCCCCN.O

Last column: Löwdin charge in e.
Positions of all 23 atoms, in Å:
C -2.673 -0.271 -1.319  0.004
C -1.787 -1.259 -1.220  -0.249
C -0.348 -1.193 -0.921  -0.204
C -0.285 -1.373 0.693  -0.202
C -0.310 -0.059 1.397  -0.225
C 0.834 1.004 1.273  -0.262
N 2.204 0.487 1.090  -0.009
H -3.710 -0.239 -1.392  0.026
H -2.203 0.755 -1.394  0.083
H -2.061 -2.294 -1.661  0.132
H 0.256 -1.952 -1.470  0.113
H 0.130 -0.253 -1.205  0.095
H 0.620 -1.923 0.921  0.087
H -1.266 -1.978 0.905  0.140
H -1.145 0.599 1.160  0.098
H -0.455 -0.338 2.499  0.127
H 0.753 1.632 0.340  0.075
H 0.822 1.769 2.074  0.119
H 2.683 0.325 1.949  0.050
H 2.096 -0.420 0.612  0.062
O 1.695 2.550 -1.721  -0.051
H 1.511 2.016 -0.955  -0.043
H 2.638 2.414 -1.657  0.034